# 1
{"formula": "C25H45ClIrP2", "method": "ωB97M-V with the def2-TZVPD basis set", "elements": ["Ir", "Cl", "P", "P", "C", "C", "C", "C", "C", "C", "C", "C", "C", "C", "C", "C", "C", "C", "C", "C", "C", "C", "C", "C", "C", "C", "C", "C", "C", "H", "H", "H", "H", "H", "H", "H", "H", "H", "H", "H", "H", "H", "H", "H", "H", "H", "H", "H", "H", "H", "H", "H", "H", "H", "H", "H", "H", "H", "H", "H", "H", "H", "H", "H", "H", "H", "H", "H", "H", "H", "H", "H", "H", "H"], "xyz": [[2.41, 3.33, -1.33], [2.01, 0.88, 0.67], [1.33, -0.33, -3.04], [1.75, 4.36, 0.84], [-1.81, 1.41, 2.54], [-1.31, -1.57, 0.36], [3.00, 0.57, -3.05], [-2.51, -1.06, -1.88], [2.72, 4.02, 2.32], [1.01, 4.33, -2.32], [2.59, 5.65, -0.21], [-0.49, -1.41, 2.81], [3.11, 5.12, -3.59], [1.18, 1.85, -0.58], [-2.22, 0.53, 0.13], [3.48, 1.73, -2.13], [0.07, 4.85, 1.31], [2.12, 4.04, -3.21], [0.74, -0.11, -4.77], [1.57, 6.51, -0.97], [-1.10, -0.86, 1.57], [0.63, 5.74, -1.90], [-2.93, 1.69, -0.44], [3.95, 5.57, -2.40], [-2.01, -0.71, -0.53], [-0.99, -2.99, 0.12], [-1.69, 0.42, 1.45], [3.57, 4.87, -1.10], [1.77, -2.11, -3.02], [0.25, 2.22, -0.12], [0.17, -1.00, -5.08], [-0.60, 4.02, 1.07], [3.14, 0.88, -4.10], [-1.93, -1.88, -2.31], [-4.01, 1.50, -0.53], [-0.71, -3.16, -0.93], [-2.22, 0.95, 3.46], [5.01, 5.32, -2.57], [-2.46, -0.21, -2.56], [0.13, 3.69, -2.48], [4.46, 4.66, -0.49], [-0.36, 5.67, -1.44], [-1.26, -1.80, 3.49], [0.04, 5.00, 2.40], [-2.48, 2.23, 2.27], [-0.84, 1.84, 2.81], [-1.86, -3.63, 0.33], [1.65, -2.57, -4.01], [2.60, 5.96, -4.07], [3.39, 3.17, 2.10], [0.06, 0.75, -4.77], [2.11, 7.27, -1.55], [-2.55, 1.93, -1.44], [3.89, 6.65, -2.28], [-0.28, 5.76, 0.81], [0.93, 1.12, -1.38], [1.94, 3.27, -3.96], [3.97, 1.33, -1.22], [0.96, 7.05, -0.24], [-0.17, -3.32, 0.76], [3.16, 6.27, 0.50], [1.56, 0.07, -5.49], [4.30, 2.25, -2.67], [3.31, 4.89, 2.64], [-3.56, -1.39, -1.85], [2.03, 3.73, 3.13], [3.78, 4.70, -4.35], [-2.80, 2.58, 0.19], [2.78, -2.27, -2.63], [3.69, -0.26, -2.84], [0.20, -2.22, 2.57], [0.07, -0.63, 3.34], [1.05, -2.58, -2.33], [0.48, 6.34, -2.81]], "lowdin_spin": [1.155, 0.094, 0.044, 0.206, 0.021, 0.007, 0.031, 0.053, 0.044, 0.122, 0.064, 0.045, 0.023, 0.295, 0.096, 0.266, 0.023, 0.097, 0.008, 0.005, 0.262, 0.033, 0.007, 0.044, 0.297, -0.012, 0.158, 0.209, 0.006, 0.004, 0.000, 0.004, 0.001, 0.003, 0.003, -0.001, 0.006, 0.001, 0.007, 0.014, 0.023, 0.000, 0.018, 0.002, 0.000, 0.007, -0.004, 0.001, 0.003, 0.005, 0.000, 0.000, 0.002, 0.008, 0.002, 0.033, 0.010, 0.034, 0.000, -0.001, 0.018, 0.001, 0.039, 0.007, 0.020, 0.001, 0.000, 0.000, 0.000, 0.008, 0.002, 0.006, 0.001, 0.008], "s_squared": 6.025, "spin_multiplicity": 5, "orbital_gap_ev": [6.97, 3.74], "total_charge": 1, "energy_ev": -60581.539, "homo_ev": [-9.18, -9.07], "e_lumo_ev": [-2.214, -5.326]}

=====

# 2
{"formula": "C25H45F3IN2O6S", "method": "ωB97M-V with the def2-TZVPD basis set", "elements": ["I", "S", "F", "F", "F", "O", "O", "O", "O", "O", "O", "N", "N", "C", "C", "C", "C", "C", "C", "C", "C", "C", "C", "C", "C", "C", "C", "C", "C", "C", "C", "C", "C", "C", "C", "C", "C", "C", "H", "H", "H", "H", "H", "H", "H", "H", "H", "H", "H", "H", "H", "H", "H", "H", "H", "H", "H", "H", "H", "H", "H", "H", "H", "H", "H", "H", "H", "H", "H", "H", "H", "H", "H", "H", "H", "H", "H", "H", "H", "H", "H", "H", "H"], "xyz": [[4.06, -1.96, -1.66], [-3.21, -0.37, -3.11], [-0.49, -4.14, -4.00], [-5.18, 0.70, -0.78], [-2.06, 0.36, 1.69], [0.81, -2.32, -7.07], [-3.46, -1.14, 0.65], [1.19, -1.70, 3.98], [3.02, 2.18, 2.86], [-0.75, 3.37, 4.63], [-4.02, 2.44, -1.69], [0.06, 1.68, -1.46], [-2.64, 0.73, -0.68], [-1.75, 3.85, 4.14], [0.30, -0.74, -0.51], [-1.24, -2.65, -8.23], [-0.12, -4.33, -1.57], [-0.94, 1.14, -2.46], [-2.53, 4.93, 4.84], [-1.93, 0.02, -1.80], [0.19, -4.60, -7.34], [3.08, 0.08, 0.59], [-0.83, -3.47, -2.77], [2.02, 1.14, 0.01], [3.29, 3.13, 3.58], [-1.01, -1.22, -1.38], [4.34, -0.16, -0.40], [-0.04, -2.80, 5.68], [-0.01, -3.11, -7.51], [2.24, 3.79, 4.44], [1.03, 0.55, -1.12], [4.69, 3.69, 3.65], [-3.92, 1.33, -1.09], [-2.80, -0.09, 0.53], [-2.27, 3.38, 2.80], [0.17, -1.74, 4.64], [-0.92, -0.72, 4.45], [-0.36, -1.92, -2.73], [0.78, -1.94, -2.63], [-0.05, -0.61, 0.57], [0.56, 2.53, -1.80], [-3.52, -1.72, -3.10], [-2.13, -2.99, -7.69], [3.53, 0.57, 1.55], [2.61, 2.06, -0.37], [-1.56, 2.04, -2.86], [2.52, 3.71, 5.49], [-2.55, 5.83, 4.23], [5.33, 3.11, 2.98], [-1.25, -3.04, -9.25], [-1.85, -1.22, 4.14], [-0.37, 1.96, -0.55], [-0.92, -3.39, 5.43], [1.09, -1.59, -0.52], [-3.55, 4.58, 5.05], [1.28, 3.29, 4.30], [-3.28, 2.97, 2.92], [-0.61, -1.35, -3.69], [-0.64, -5.02, -6.76], [0.83, -3.46, 5.71], [5.07, 3.60, 4.66], [1.39, 1.52, 0.90], [5.26, -0.33, 0.27], [-0.16, -2.34, 6.67], [-0.34, 0.75, -3.35], [-2.04, 5.16, 5.79], [-1.98, -3.47, -2.65], [1.12, -4.78, -6.80], [-1.62, 2.60, 2.41], [4.48, 0.76, -1.08], [-1.09, -0.17, 5.38], [-1.25, -1.56, -8.27], [2.62, -0.91, 0.93], [2.14, 4.84, 4.16], [0.25, -5.08, -8.32], [-1.57, -2.09, -0.86], [1.64, 0.36, -2.07], [4.69, 4.73, 3.33], [0.81, -3.75, -1.23], [-0.86, -4.27, -0.68], [-0.63, -0.02, 3.67], [-2.28, 4.21, 2.10], [0.10, -5.41, -1.89]], "lowdin_charge": [0.717, 0.901, -0.067, 0.053, 0.029, 0.046, 0.169, 0.051, 0.031, 0.043, 0.109, 0.072, 0.031, -0.479, -0.076, -0.026, -0.025, -0.093, -0.015, -0.583, -0.029, -0.281, -0.297, -0.161, -0.471, -0.215, -0.588, -0.022, -0.508, -0.016, -0.239, -0.018, -0.380, -0.306, -0.025, -0.500, -0.026, -0.120, 0.090, 0.129, 0.201, -0.065, 0.084, 0.106, 0.132, 0.154, 0.098, 0.090, 0.082, 0.088, 0.086, 0.176, 0.087, 0.088, 0.091, 0.046, 0.092, 0.106, 0.081, 0.086, 0.092, 0.121, 0.066, 0.089, 0.148, 0.089, 0.130, 0.085, 0.053, 0.063, 0.092, 0.081, 0.103, 0.094, 0.088, 0.141, 0.157, 0.089, 0.063, 0.091, 0.060, 0.088, 0.101], "orbital_gap_ev": 7.90, "total_charge": 1, "energy_ev": -68998.486, "homo_ev": -11.27, "e_lumo_ev": -3.374}

=====

# 3
{"formula": "C25H45FNO9S4", "method": "ωB97M-V with the def2-TZVPD basis set", "elements": ["S", "S", "S", "S", "F", "O", "O", "O", "O", "O", "O", "O", "O", "O", "N", "C", "C", "C", "C", "C", "C", "C", "C", "C", "C", "C", "C", "C", "C", "C", "C", "C", "C", "C", "C", "C", "C", "C", "C", "C", "H", "H", "H", "H", "H", "H", "H", "H", "H", "H", "H", "H", "H", "H", "H", "H", "H", "H", "H", "H", "H", "H", "H", "H", "H", "H", "H", "H", "H", "H", "H", "H", "H", "H", "H", "H", "H", "H", "H", "H", "H", "H", "H", "H", "H"], "xyz": [[1.73, 39.02, 8.90], [5.48, 41.68, 13.80], [-1.98, 43.60, 9.74], [0.43, 48.57, 8.97], [6.41, 47.49, 15.88], [2.17, 38.46, 10.11], [2.53, 40.04, 8.24], [1.60, 43.75, 12.43], [4.63, 41.74, 12.75], [-0.83, 48.66, 9.74], [1.29, 47.32, 8.91], [6.07, 42.84, 14.35], [-3.28, 43.50, 10.39], [-0.88, 42.97, 10.31], [3.34, 43.48, 10.81], [2.66, 47.04, 15.49], [4.91, 40.62, 15.06], [1.49, 37.68, 7.87], [0.59, 50.70, 7.36], [-1.55, 43.76, 7.21], [1.74, 50.77, 8.37], [-0.12, 37.37, 8.02], [0.06, 49.26, 7.34], [5.09, 39.19, 14.54], [0.09, 39.57, 9.18], [-2.21, 42.90, 8.12], [2.53, 45.70, 15.44], [3.99, 47.73, 15.62], [-2.05, 45.07, 7.66], [3.74, 44.89, 15.67], [2.36, 44.33, 11.76], [5.02, 45.56, 15.67], [2.76, 45.79, 11.93], [6.01, 39.29, 13.29], [5.20, 46.88, 15.72], [2.62, 42.41, 10.06], [-1.74, 45.25, 9.24], [-0.65, 38.33, 9.14], [6.78, 40.49, 13.49], [1.39, 49.98, 9.50], [-0.07, 40.22, 8.34], [3.54, 42.15, 9.18], [4.01, 48.70, 15.63], [-2.03, 43.61, 6.19], [5.43, 39.05, 12.39], [3.69, 45.70, 12.00], [-1.69, 38.37, 8.93], [-0.19, 51.29, 7.70], [0.74, 50.94, 6.41], [2.33, 41.51, 10.41], [3.52, 43.89, 15.55], [5.48, 38.61, 15.38], [5.94, 44.93, 15.71], [1.79, 42.64, 9.43], [-0.03, 40.28, 10.19], [-0.76, 49.07, 7.00], [2.22, 46.35, 12.91], [4.03, 44.07, 10.34], [7.37, 40.92, 12.54], [2.42, 50.25, 7.67], [-0.58, 37.47, 7.06], [4.03, 38.85, 14.26], [-0.47, 36.35, 8.37], [4.00, 41.00, 15.16], [2.08, 51.79, 8.59], [3.90, 42.88, 11.40], [-3.26, 45.03, 7.51], [1.58, 45.15, 15.52], [0.72, 48.63, 6.75], [2.35, 46.53, 11.10], [-1.79, 41.93, 7.87], [2.25, 49.52, 9.95], [1.75, 47.62, 15.41], [1.75, 37.93, 6.93], [-0.61, 43.42, 7.32], [6.80, 38.57, 13.31], [-0.51, 37.94, 10.00], [-3.30, 42.82, 8.00], [0.64, 50.40, 10.27], [-1.71, 46.02, 6.98], [-2.27, 46.02, 9.71], [7.46, 40.44, 14.31], [5.53, 40.81, 15.85], [-0.58, 45.48, 9.49], [2.03, 36.76, 8.27]], "lowdin_charge": [0.595, 0.579, 0.621, 0.768, 0.062, -0.288, -0.333, 0.195, -0.245, -0.353, -0.389, -0.279, -0.308, -0.307, 0.098, -0.103, -0.222, -0.191, -0.172, -0.300, -0.216, -0.113, -0.172, -0.146, -0.256, -0.297, -0.137, 0.083, -0.206, -0.018, -0.341, -0.038, 0.041, -0.249, -0.260, -0.016, -0.212, -0.240, -0.251, -0.266, 0.083, 0.187, 0.032, 0.160, 0.129, -0.015, 0.122, 0.102, 0.081, 0.032, 0.054, 0.119, 0.114, 0.072, 0.189, 0.003, 0.165, 0.178, 0.167, 0.136, 0.091, 0.145, 0.131, 0.055, 0.139, 0.092, 0.174, 0.116, 0.116, 0.118, 0.106, 0.101, 0.101, 0.055, 0.091, 0.110, 0.049, 0.120, 0.149, 0.154, 0.080, 0.114, 0.088, 0.134, 0.145], "orbital_gap_ev": 8.62, "total_charge": 1, "energy_ev": -92612.545, "homo_ev": -10.94, "e_lumo_ev": -2.320}